8
Properties=species:S:1:pos:R:3:mulliken_charge:R:1 method="wB97M-V/def2-TZVPD" lumo_ev="-10.53 / -10.50" relative_energy_kcal_mol=94.7 homo_lumo_gap_ev="6.121 / 6.079" e_tot_ha=-599.9320 total_charge=+2
H 2.21 -3.94 -0.16 -0.082
P 1.50 1.26 0.25 0.052
O 0.11 2.00 -0.12 -0.163
C -1.12 1.43 -0.01 0.099
H -1.95 1.98 -0.45 0.393
C -1.29 0.17 0.43 0.259
O -1.54 -0.97 0.47 -0.252
La 2.09 -1.93 -0.40 1.695